This record from OMol25 describes a cluster of 3 separate species, C32H52BBrN3O5PS2 in total. The level of theory is wB97M-V/def2-TZVPD.

Output
- charge = 0
- E_LUMO (eV) = -0.072
- SMILES = C=C[C@](CCCS)(O[C@@](C)(S)CB(O)O)[C@](N=C=O)(N(CCCCCN)[C@H](C)CC)P(O)Br.c1ccccc1.c1ccccc1
- orbital gap (Eh) = 0.2891
- F_max (eV Å⁻¹) = 1.68
- E_HOMO (eV) = -7.939

The geometry in XYZ format:
```
97
Properties=species:S:1:pos:R:3:forces:R:3
C -4.1380 1.6307 -0.8373 0.60 0.27 0.29
C -3.4031 0.8181 -0.0457 -0.92 -0.21 -0.17
C -1.9425 0.4934 -0.1850 0.90 1.21 0.74
C -1.2465 1.5936 -1.0004 -0.46 0.45 -0.41
C -1.2367 3.0259 -0.4358 0.80 -0.05 -0.26
C 0.1221 3.6876 -0.6684 -0.05 0.08 0.01
S 0.4581 4.0349 -2.4295 0.20 0.07 -0.13
O -1.6956 -0.7197 -0.9118 -0.83 -0.01 0.48
C -2.4735 -1.2473 -1.9369 -0.14 -0.70 -1.37
C -1.6700 -2.4711 -2.4083 0.00 -0.25 0.53
S -4.1115 -1.9922 -1.3581 -0.04 0.21 0.74
C -2.7589 -0.3928 -3.1906 0.21 0.11 -0.14
B -1.5272 -0.0819 -4.1354 0.21 0.21 0.31
O -0.2522 0.0851 -3.6071 -0.33 -0.51 -0.01
O -1.7211 0.0819 -5.5015 -0.41 0.10 0.40
C -1.1756 0.2307 1.2434 0.73 -0.95 -0.68
N 0.1233 0.9251 1.0810 -0.35 0.12 1.25
C 0.5772 1.8007 1.8006 -0.33 0.69 -1.09
O 1.0622 2.7676 2.2349 0.41 -0.43 0.46
N -0.8044 -1.1706 1.4495 -0.58 0.39 0.85
C 0.5737 -1.4454 1.8290 0.64 -0.84 -0.29
C 1.5416 -1.6005 0.6290 0.08 0.76 0.56
C 2.8840 -0.9187 0.9185 -0.38 -0.52 -0.51
C 3.9539 -1.2204 -0.1271 0.67 0.94 0.38
C 3.7322 -0.4432 -1.4190 -0.63 -0.75 -0.38
N 4.5381 -1.0044 -2.5140 -0.02 0.28 0.15
C -1.7044 -2.2030 1.9866 -0.20 -0.92 -0.54
C -1.5113 -3.4925 1.1494 0.34 0.13 -0.16
C -3.1928 -1.9032 2.1275 -0.14 -0.58 0.66
C -4.0240 -3.1820 2.3730 -0.16 0.48 -0.20
P -1.9140 1.2837 2.6704 0.03 0.77 -0.05
O -3.5273 1.1057 2.7849 0.00 -0.11 0.15
Br -1.2061 0.1428 4.4730 -0.09 -0.12 -0.26
H -5.0576 1.2705 -1.2863 -0.84 0.45 1.22
H -3.8645 2.6673 -1.0037 0.66 -0.34 -1.34
H -3.9976 0.3009 0.6935 0.04 -1.29 -0.79
H -0.2627 1.2748 -1.3338 0.14 -0.11 0.37
H -1.8034 1.6596 -1.9348 -0.09 -0.20 -0.02
H -1.9510 3.6482 -0.9746 -0.32 -0.02 0.28
H -1.4570 3.0677 0.6316 -0.15 0.02 0.02
H 0.1952 4.6352 -0.1398 -0.07 0.04 0.03
H 0.9336 3.0549 -0.3185 0.01 -0.05 -0.03
H -0.6857 3.5843 -2.9539 -0.09 -0.05 0.09
H -2.0818 -2.8614 -3.3374 0.10 0.11 -0.15
H -0.6100 -2.2328 -2.4797 0.01 0.13 -0.24
H -1.7575 -3.2759 -1.6839 0.06 0.01 0.09
H -4.8017 -1.9579 -2.5000 0.15 0.11 -0.15
H -3.4690 -0.9565 -3.7962 -0.05 0.05 -0.08
H -3.2524 0.5600 -2.9844 -0.12 -0.05 0.19
H 0.2947 -0.6594 -3.8842 0.42 0.31 -0.14
H -1.6972 1.0193 -5.7193 0.29 -0.04 -0.40
H 0.6064 -2.4134 2.3318 -0.39 0.00 0.10
H 0.9927 -0.7786 2.5860 -0.13 0.33 -0.14
H 1.0576 -1.1282 -0.2240 0.05 -0.24 -0.23
H 1.7265 -2.6589 0.4396 -0.16 -0.05 -0.23
H 2.7078 0.1593 0.9209 0.13 0.08 0.28
H 3.2144 -1.2372 1.9088 0.14 0.14 0.05
H 4.0931 -2.2864 -0.3140 -0.28 -0.08 -0.06
H 4.9058 -0.8620 0.2764 0.14 -0.23 -0.02
H 3.9633 0.6123 -1.2815 0.18 0.02 0.03
H 2.6630 -0.4948 -1.6705 -0.07 0.15 0.06
H 4.2102 -1.9459 -2.6957 0.09 -0.08 0.00
H 4.3478 -0.4839 -3.3622 0.12 0.00 -0.09
H -1.3978 -2.4909 2.9994 0.20 0.34 0.09
H -2.2846 -3.6105 0.3930 -0.09 -0.02 0.01
H -0.5585 -3.4679 0.6231 0.05 0.07 0.01
H -1.4873 -4.3751 1.7869 -0.21 -0.08 -0.02
H -3.3289 -1.3327 3.0431 0.01 0.49 -0.26
H -3.6373 -1.4146 1.2706 0.17 0.28 -0.01
H -4.3873 -3.5724 1.4244 0.17 -0.35 0.02
H -4.9137 -2.9178 2.9443 -0.02 -0.03 0.07
H -3.4756 -3.9361 2.9312 -0.01 -0.11 -0.03
H -3.8196 0.6671 3.5921 -0.08 -0.13 -0.04
C 1.6926 2.8262 9.0597 0.00 0.00 0.00
C 2.1737 1.7140 9.7365 0.00 0.00 0.01
C 1.9327 0.4409 9.2395 0.00 -0.01 0.00
C 1.2166 0.2810 8.0613 0.00 0.00 0.00
C 0.7376 1.3929 7.3825 -0.01 -0.01 -0.01
C 0.9730 2.6655 7.8839 0.01 0.00 0.00
H 1.8789 3.8189 9.4489 0.00 0.00 0.00
H 2.7370 1.8396 10.6522 0.00 0.00 0.01
H 2.3035 -0.4266 9.7702 0.01 0.00 0.00
H 1.0321 -0.7123 7.6712 0.00 0.00 0.00
H 0.1805 1.2663 6.4627 0.08 0.07 0.11
H 0.5961 3.5324 7.3566 0.01 0.00 -0.01
C 3.2260 0.3116 -8.3014 0.00 0.00 0.00
C 2.1293 0.2675 -7.4513 0.01 -0.02 -0.01
C 2.2673 0.6439 -6.1226 -0.03 -0.01 0.03
C 3.4987 1.0732 -5.6464 0.01 -0.03 0.02
C 4.5945 1.1199 -6.4966 0.02 -0.01 0.00
C 4.4584 0.7353 -7.8235 -0.01 0.01 0.00
H 3.1203 0.0154 -9.3371 0.00 0.00 -0.01
H 1.1668 -0.0609 -7.8226 0.00 -0.01 0.00
H 1.4141 0.6084 -5.4577 -0.01 0.07 -0.01
H 3.6010 1.3745 -4.6108 -0.02 0.05 0.00
H 5.5540 1.4563 -6.1257 0.01 -0.01 0.00
H 5.3135 0.7674 -8.4862 0.00 0.01 0.00
```
Positions in Å, forces in eV/Å.